1.
Computed, not measured: a molecular structure, C39H97BaN6O13Zn, with ωB97M-V/def2-TZVPD.

Calculated values
Charge: +3
Energy relative to the best compared isomer or geometry (same formula, charge and spin): 25.9 kcal/mol
HOMO: -12.82 eV
Calculated total energy: -4654.334851 hartree
Gap between HOMO and LUMO: 2.134 eV

Last column: Löwdin charge in e.
Element x y z (Å)
H (-18.01346, 13.42256, -13.29231)  0.09
H (-19.16605, 10.22416, -17.25920)  0.11
C (-28.71666, 8.76689, -14.32429)  -0.11
H (-19.45068, 3.15397, -16.26088)  0.13
H (-17.41747, 10.28568, -20.07648)  0.11
H (-28.88334, 8.46546, -13.28784)  0.09
C (-20.65376, 10.45587, -19.38246)  -0.13
H (-17.82803, 2.43575, -16.33225)  0.14
H (-23.67160, 5.03591, -10.54785)  0.08
C (-18.01369, 4.49941, -17.03869)  -0.15
H (-18.75567, 5.29580, -16.94071)  0.05
N (-16.78903, 5.23329, -16.56701)  -0.24
H (-13.67147, 5.05970, -20.64935)  0.10
H (-29.68028, 3.75624, -11.20967)  0.12
H (-22.01874, 4.44418, -13.74261)  0.09
H (-20.59283, -1.24082, -18.22019)  0.13
H (-20.30789, 4.38823, -8.86331)  0.10
H (-23.83783, 9.42298, -10.57315)  0.12
H (-19.60545, 9.32222, -11.26314)  0.12
H (-22.50581, 0.13911, -19.82656)  0.12
O (-27.53606, 9.47155, -14.46122)  -0.18
C (-18.35687, 13.26086, -14.31332)  -0.03
H (-22.81078, 9.28203, -13.01757)  0.08
O (-23.58331, 11.52909, -10.78139)  -0.16
C (-17.77924, 9.72830, -12.39739)  -0.08
H (-19.92558, 7.01715, -12.05713)  0.08
H (-15.04265, 8.66996, -14.13820)  0.09
H (-23.40915, 6.46561, -11.52400)  0.07
H (-15.55070, 3.65130, -15.73780)  0.13
H (-17.97144, 5.01929, -11.09860)  0.10
H (-17.73112, 3.12191, -12.92599)  0.08
H (-25.54868, 5.94931, -9.34620)  0.13
C (-21.14884, 4.89878, -14.21733)  -0.03
H (-23.77876, 4.93443, -12.26363)  0.06
C (-15.16525, 3.88710, -17.88801)  -0.24
H (-23.24723, 10.97055, -13.19069)  0.12
C (-27.04800, 7.34741, -10.16517)  -0.19
C (-19.84816, 11.80916, -15.61905)  -0.17
H (-23.51653, 11.49457, -8.77035)  0.10
C (-18.38767, 3.34004, -16.09225)  -0.21
O (-16.99422, 8.94282, -13.39862)  -0.46
O (-19.14969, 12.03239, -14.40913)  -0.23
C (-14.18511, 4.28361, -20.08387)  -0.05
O (-14.90136, 4.78720, -18.92355)  -0.20
H (-17.09596, 2.21376, -14.29489)  0.10
H (-17.38614, 7.44271, -10.55213)  0.13
H (-18.28675, 5.53152, -9.47017)  0.14
H (-19.87502, 9.19221, -13.09150)  0.09
C (-22.63023, 6.35634, -15.83959)  0.00
N (-20.03472, 9.75162, -17.03011)  -0.13
C (-22.34841, 0.76761, -18.94872)  -0.19
C (-17.99623, 2.67195, -13.88323)  -0.02
H (-18.67266, 1.84439, -13.66720)  0.10
C (-25.01611, 9.22433, -14.36999)  -0.19
C (-23.00189, 11.96751, -9.60970)  -0.12
H (-25.46216, 10.45242, -12.90952)  0.12
H (-22.33383, 0.59147, -16.88362)  0.08
H (-21.29148, 11.43477, -17.68019)  0.13
C (-23.49255, 2.92357, -17.18485)  -0.14
O (-19.23335, 10.72185, -19.30017)  -0.20
H (-27.20038, 8.01217, -11.01774)  0.12
C (-23.90371, 1.25243, -18.91836)  -0.14
H (-23.88699, 3.40328, -16.28826)  0.08
H (-14.80669, 3.79280, -20.83386)  0.09
C (-29.60908, 4.58811, -10.50707)  -0.18
H (-19.55886, -1.08233, -15.82578)  0.11
C (-28.38655, 5.44717, -10.82605)  -0.26
O (-18.34366, 3.77446, -14.77485)  -0.37
H (-21.22838, 11.26684, -19.82808)  0.15
H (-31.65034, 4.85450, -8.75333)  0.09
H (-18.97259, 14.11018, -14.60781)  0.10
H (-22.05823, 9.92932, -17.76537)  0.14
H (-18.56709, 8.85304, -19.91040)  0.07
H (-21.29561, 3.63676, -10.20642)  0.10
C (-19.22239, 9.01977, -12.23857)  -0.11
H (-29.57861, 4.16339, -9.50115)  0.12
C (-21.36509, 6.26080, -14.81905)  -0.48
C (-24.03900, 5.57780, -11.42250)  -0.12
H (-20.50337, 12.66926, -15.76545)  0.14
H (-20.30415, 4.82910, -13.53219)  0.05
Zn (-19.84298, 7.76111, -17.13344)  1.09
H (-28.47071, 5.75432, -11.87357)  0.12
C (-15.60151, 9.19298, -13.36271)  -0.10
H (-22.49831, 2.51518, -16.99747)  0.06
C (-20.78476, -0.42249, -13.76938)  -0.11
C (-21.07942, 10.38912, -17.90619)  -0.15
H (-17.81990, 4.31185, -18.09466)  0.14
C (-25.72014, 6.67950, -10.13900)  -0.18
N (-19.05423, 7.53249, -12.03474)  -0.20
N (-24.85510, 9.64255, -12.94392)  -0.03
H (-21.57210, 1.51331, -19.13690)  0.10
H (-13.44421, 3.56226, -19.73680)  0.09
H (-21.95031, 11.69063, -9.49337)  0.08
H (-21.64792, 6.95018, -14.01932)  0.11
H (-23.99049, 1.84972, -19.82766)  0.11
N (-22.03815, 0.09269, -17.70976)  -0.09
C (-15.58166, 4.43155, -16.49731)  -0.19
H (-21.25620, 10.07259, -15.32436)  0.13
H (-17.15713, 9.59606, -11.51224)  0.12
H (-28.66757, 7.86321, -14.93505)  0.09
H (-18.78694, 9.97956, -21.12425)  0.11
H (-26.56049, 7.83977, -13.79118)  0.11
H (-19.07026, 11.97240, -16.37307)  0.13
C (-20.60989, -0.89102, -16.06585)  -0.24
H (-21.22008, -1.37988, -13.47889)  0.10
H (-24.50175, 0.34614, -18.99014)  0.12
N (-28.21837, 6.50101, -9.90319)  -0.04
H (-24.88392, 10.03041, -15.09684)  0.11
O (-25.43669, 5.87050, -11.33340)  -0.21
Ba (-17.61634, 6.42736, -14.17337)  1.95
C (-20.24796, 10.30337, -15.66840)  -0.14
H (-19.56310, 9.77124, -15.00827)  0.09
C (-18.62771, 5.65732, -10.50048)  -0.22
C (-18.44576, 9.92782, -20.08715)  -0.12
H (-17.83319, 10.75256, -12.76257)  0.11
C (-31.86551, 4.81424, -9.82372)  -0.15
H (-23.01798, 13.05286, -9.52079)  0.10
H (-19.64249, 3.35074, -9.87565)  0.09
H (-32.12649, 3.79641, -10.12068)  0.09
C (-20.38092, 4.15709, -9.92957)  -0.11
C (-23.30284, 10.20658, -11.11309)  -0.23
O (-20.00616, 5.31083, -10.60035)  -0.19
O (-30.79680, 5.42297, -10.43330)  -0.21
H (-22.25401, 9.98945, -10.88543)  0.09
H (-16.50980, 5.89616, -17.28109)  0.10
H (-27.56282, 4.73108, -10.84263)  0.11
C (-20.69775, -0.37502, -17.56609)  -0.19
C (-18.42037, 7.14071, -10.72772)  -0.18
O (-21.09158, -0.05567, -15.08462)  -0.20
H (-15.42351, 10.26083, -13.50232)  0.11
H (-24.26363, 8.47015, -14.60515)  0.08
H (-20.91015, 9.49699, -19.83654)  0.13
H (-32.74161, 5.41006, -10.08114)  0.09
H (-22.52305, 7.12760, -16.60581)  0.05
O (-20.18778, 6.88182, -15.34764)  -0.47
H (-29.49189, 9.46451, -14.63847)  0.10
H (-21.01095, 0.44563, -13.15124)  0.08
H (-23.64032, 6.29127, -15.43958)  0.09
C (-26.42454, 8.62528, -14.53848)  -0.25
H (-15.76464, 3.03415, -18.21396)  0.13
H (-21.00139, -1.90990, -16.01554)  0.13
H (-24.90760, 7.40709, -10.09611)  0.09
H (-19.85087, 0.30909, -17.67770)  0.09
H (-22.48611, 5.48980, -16.49059)  0.05
H (-14.15317, 3.52427, -17.68603)  0.13
O (-24.38199, 2.01326, -17.79660)  -0.16
H (-23.34532, 3.83822, -17.76857)  0.07
H (-21.00487, 4.17593, -15.02383)  0.08
H (-19.72814, -0.61469, -13.55708)  0.08
C (-23.46583, 10.06241, -12.62480)  -0.20
H (-18.85213, 7.70028, -9.89397)  0.14
H (-27.05473, 7.95706, -9.25916)  0.13
H (-14.72929, 5.09421, -16.33256)  0.13
H (-26.45554, 8.12870, -15.51304)  0.12
H (-17.43917, 13.13862, -14.88998)  0.09
H (-15.28753, 9.00116, -12.33510)  0.10
H (-29.06387, 7.00522, -10.14337)  0.11


2.
Computed, not measured: 9 unconnected molecules or ions with the total composition C39H97F2N6O19S2, with ωB97M-V/def2-TZVPD.

Calculated values
Charge: -1
Energy relative to the best compared isomer or geometry (same formula, charge and spin): 173.3 kcal/mol
HOMO: -6.56 eV
Calculated total energy: -4297.840632 hartree
Gap between HOMO and LUMO: 8.565 eV

Last column: Löwdin charge in e.
Element x y z (Å)
H (-4.20804, 0.23780, 9.63812)  0.12
C (-4.98063, -5.06981, -0.02018)  -0.13
O (3.22525, -0.59426, 0.20133)  -0.29
H (8.05858, 2.53154, 0.92347)  0.10
C (-3.64575, 0.31896, 8.70788)  -0.25
H (5.38897, 3.65523, 5.42143)  0.12
H (-2.84263, 0.74982, 6.09719)  0.11
C (-5.35298, -0.29929, -5.63311)  -0.09
H (-4.14672, 0.80372, -3.35833)  0.10
H (-1.71728, -3.28835, 7.47432)  0.08
H (5.33886, -6.71028, -3.61688)  0.12
N (2.05405, 1.34006, 1.74230)  -0.27
C (0.74889, 0.07452, -5.64307)  -0.20
C (-2.68076, -3.58821, 7.06213)  -0.11
H (2.60599, 0.04745, -4.44584)  0.12
C (7.48418, -3.27202, -2.55130)  -0.16
O (0.73218, 7.36619, 2.40535)  -0.19
C (7.37353, 4.36456, 0.00177)  -0.19
H (-8.07402, -0.81509, 0.94847)  0.09
N (-2.90803, -6.18342, -0.90040)  -0.14
H (7.50700, -1.81746, 0.47699)  0.08
H (0.19531, 5.76949, 3.67841)  0.09
C (-2.89117, -4.90467, 1.12495)  -0.14
H (-6.50949, 1.18150, -2.65526)  0.09
O (-2.24228, -6.79715, -1.95420)  -0.02
H (-4.85620, 2.15437, -0.47608)  0.11
C (5.08182, -4.53842, -7.70863)  -0.10
C (-2.83160, -1.28581, 6.19575)  -0.18
C (1.64279, 6.01805, -3.99733)  -0.14
H (4.40013, -5.19615, -3.96392)  0.11
H (3.74643, 2.90357, 3.23357)  0.05
H (-4.29126, 0.10902, 5.39554)  0.11
H (2.51681, -0.93378, -5.96037)  0.10
C (0.20903, 8.63210, -1.71557)  -0.21
H (5.40030, 1.28154, 5.89488)  0.12
H (2.50402, 5.49750, -3.57852)  0.10
H (6.09821, -4.84046, -1.84295)  0.11
C (-6.45782, 0.69093, -0.18007)  -0.20
H (7.56612, 1.14652, -0.77555)  0.07
H (7.60765, -2.68120, -3.45893)  0.12
H (0.90459, 5.49222, -4.60286)  0.09
H (-0.04691, 2.64892, 7.69804)  0.09
H (-3.95600, 2.55640, -3.10151)  0.12
N (-4.43957, 0.20381, 7.50143)  -0.03
H (-4.39774, 0.66030, -1.08372)  0.10
O (7.46275, 2.05734, -1.06071)  -0.07
C (7.35568, -2.64020, -0.22180)  -0.13
C (-2.82761, 1.55370, 8.95682)  -0.18
H (-9.18756, -0.48549, -0.38704)  0.08
H (-8.25847, -1.89622, -0.45292)  0.08
C (0.23740, 6.85793, 3.63801)  -0.11
H (-1.60596, 3.59368, 7.98251)  0.09
H (6.15364, 4.12433, -1.37788)  0.06
H (0.16358, 7.83464, -3.87851)  0.10
C (-1.33868, -4.14377, -0.79515)  -0.01
O (-5.91469, 0.99365, -5.39380)  -0.19
C (-4.98623, -6.90692, -1.70202)  -0.07
N (6.35869, -4.89679, -3.91014)  -0.10
C (0.14891, 8.67153, 2.03822)  -0.19
H (6.07962, 2.81818, 3.97671)  0.11
H (5.43191, -5.32338, -8.37898)  0.09
H (-6.09652, -1.03806, -5.93223)  0.08
C (-8.19411, -0.85587, -0.13411)  -0.12
H (6.29070, -2.83591, -0.09690)  0.09
S (0.86864, 0.63008, 2.10861)  0.37
H (1.59424, 9.10367, 0.47175)  0.12
H (8.40805, -3.81370, -2.34843)  0.12
C (-4.23438, -5.68400, -1.25389)  -0.50
H (-0.92926, 8.51185, 2.02610)  0.10
F (3.31731, 1.75225, -0.40060)  -0.21
O (-3.43150, -2.37709, 6.96016)  -0.22
O (0.89393, -0.73411, 2.58373)  -0.31
H (8.17274, 4.67705, -0.67033)  0.11
H (-4.58700, -0.22697, -6.40521)  0.09
H (3.78662, 1.84402, 5.58422)  0.12
H (-5.33455, -5.74103, 0.76232)  0.12
C (6.18843, -4.15608, -2.68651)  -0.20
C (5.29087, -5.78309, -4.18793)  -0.19
H (-4.80631, -3.88135, 1.60011)  0.10
H (-3.14226, -4.19248, 7.84314)  0.08
H (5.21083, -3.67440, -2.66689)  0.12
H (-2.34170, -7.74372, -1.82881)  0.10
H (0.27242, -0.72088, -5.06999)  0.10
F (0.49548, 1.42680, 3.50506)  -0.24
H (-5.27677, -4.66385, -2.86264)  0.08
H (-5.02747, -0.82230, -4.73389)  0.07
H (4.06804, -6.10153, -5.94340)  0.12
H (-7.11336, 1.44988, 0.24696)  0.12
C (-4.13577, -4.06686, 0.76103)  -0.18
O (0.20084, 1.15392, -4.80468)  -0.10
N (-5.72365, 1.74369, -2.36117)  -0.07
O (4.11283, 3.60571, 3.77611)  -0.05
H (5.71611, -3.66904, -7.88170)  0.10
H (-6.04673, -6.71489, -1.86500)  0.08
H (-1.81904, -0.98740, 6.46738)  0.11
H (-1.03399, 8.13684, -0.26654)  0.10
H (6.31239, -4.24239, -4.67807)  0.10
H (-2.79340, -1.68255, 5.18124)  0.12
C (-5.24507, 2.04143, -4.80314)  -0.25
H (-5.72235, -4.39998, -0.45522)  0.11
C (0.51127, 9.12811, 0.59287)  -0.19
H (-0.75337, 7.28408, 3.79567)  0.07
H (2.07661, 6.87896, -4.50598)  0.08
H (-4.66242, -7.15606, -2.71255)  0.08
C (0.08623, 7.49777, -2.84477)  -0.15
O (1.05473, 6.39638, -2.79935)  -0.23
C (-4.64254, 1.77240, -3.42106)  -0.16
H (-0.26097, -6.78620, -0.25649)  0.07
C (5.17636, 3.04688, 4.54234)  -0.25
C (-3.63850, 0.02403, 6.26432)  -0.18
H (0.38811, -0.07726, -6.66036)  0.11
H (-0.56845, 2.82629, 9.25196)  0.08
O (1.35211, 0.65788, -0.85906)  -0.28
H (1.18344, 9.11771, -1.66262)  0.11
O (7.51595, -2.21445, -1.55617)  -0.22
C (-5.26300, 1.32238, -1.05087)  -0.20
H (7.99559, -3.46383, 0.09482)  0.08
H (0.42038, 9.50939, 2.68040)  0.11
H (0.08205, 10.09456, 0.32857)  0.11
O (4.67193, 0.76172, 4.02352)  -0.07
H (-3.90377, -3.68683, -2.12770)  0.07
N (-0.03106, 8.09730, -0.37919)  -0.06
H (-2.48899, -4.22959, 6.20193)  0.08
H (-5.97765, 2.84628, -4.86353)  0.12
H (7.37677, 4.70963, 1.03570)  0.11
C (-0.83255, -6.33078, 0.55221)  -0.01
H (-3.44171, 2.42533, 8.73043)  0.12
H (-4.05503, -3.03165, 0.42949)  0.11
C (-4.28888, -4.66893, -2.40205)  -0.04
H (-0.81306, 6.88283, -2.80962)  0.11
H (-4.47079, 2.39543, -5.48378)  0.11
H (-2.02297, -3.34328, -1.07634)  0.06
O (-0.33937, 0.95048, 1.29251)  -0.35
C (-2.00674, -5.37965, -0.05284)  -0.45
O (-1.69591, 1.55122, 8.00282)  -0.21
H (-3.32536, -5.79720, 1.57547)  0.11
H (3.98626, 1.14828, 3.47395)  0.03
C (-0.98371, 2.73901, 8.24794)  -0.14
H (-0.88292, -4.63163, -1.65677)  0.07
H (-2.38334, 1.51580, 9.95145)  0.12
S (2.36214, 0.57647, 0.15312)  0.63
H (-3.00174, -0.55666, 8.78937)  0.11
C (4.76401, 1.71026, 5.12065)  -0.23
C (5.12051, -5.90779, -5.73634)  -0.24
H (0.93482, 7.23679, 4.38511)  0.08
H (4.04838, -4.24528, -7.89353)  0.09
O (2.86680, 1.06034, -6.37256)  -0.08
H (6.36684, 2.49463, 0.62577)  0.11
H (-0.53305, -3.70635, -0.20547)  0.08
H (2.19309, 1.71274, -6.57773)  0.07
H (-0.51313, 9.37268, -2.05928)  0.10
H (-2.23264, -4.61594, 1.94415)  0.12
H (0.41866, 0.96045, -3.88996)  0.07
O (5.41372, -4.74744, -6.37604)  -0.22
H (-5.04396, -7.80382, -1.08531)  0.09
H (-5.92132, 0.16735, 0.61122)  0.11
H (-4.78012, -0.73061, 7.67747)  0.08
H (-1.33343, -7.02135, 1.23069)  0.07
C (2.33266, 0.03738, -5.50097)  -0.20
H (5.65254, -6.69820, -6.26577)  0.12
C (7.31273, 2.79024, 0.17189)  -0.23
O (6.14571, 4.77110, -0.66850)  -0.09
O (-7.19736, -0.24103, -0.93436)  -0.20
H (-3.69246, -4.85517, -3.29519)  0.08
H (-0.17948, -5.64422, 1.09095)  0.07


3.
Computed, not measured: 2 unconnected molecules or ions with the total composition C3Cl2O, with ωB97M-V/def2-TZVPD.

Calculated values
Energy relative to the best compared isomer or geometry (same formula, charge and spin): 115.3 kcal/mol
HOMO (alpha / beta): -9.17 / -8.64 eV
Calculated total energy: -1109.656116 hartree
Gap between HOMO and LUMO (alpha / beta): 7.829 / 6.873 eV

Last column: Löwdin charge in e.
Element x y z (Å)
Cl (-1.17719, 0.55716, -2.17785)  0.66
O (2.03680, -0.16715, 0.71816)  0.11
C (0.86785, -0.16251, 0.69594)  -0.51
C (0.28970, 0.37548, -1.52945)  -0.37
Cl (-1.77297, -0.58481, 0.98979)  0.63
C (-0.24418, -0.01817, 1.30342)  -0.52